Molecular formula: C8H12N2
Method: DFT, ωB97M-V with the def2-TZVPD basis set

Output
Highest occupied orbital energy, eV: -7.81
Lowest unoccupied orbital energy, eV: 0.774
Molar mass, g mol⁻¹: 136.2
DFT total energy, Ha: -421.3788
SMILES: C[C@@H]1C2=C(C=CCC2)N1N
Relative energy (zero: lowest compared OMol25 entry of this formula, charge and spin), kJ/mol: 476.38

Last column: natural (NBO) charge in e.
Cartesian coordinates (Å):
C (1.1698, -1.5779, -0.5877)  -0.25
C (2.3638, -0.9233, -0.6221)  -0.17
C (0.0621, -0.9298, 0.0036)  0.07
C (0.0916, 0.3733, 0.4503)  0.01
C (2.5469, 0.2944, 0.2446)  -0.44
C (1.3303, 1.2224, 0.3705)  -0.44
C (-1.4138, 0.5355, 0.3423)  -0.08
C (-1.9478, 1.5000, -0.6556)  -0.60
N (-1.5397, -0.9110, -0.1397)  -0.25
N (-2.3455, -1.7327, 0.5807)  -0.68
H (0.9036, -2.5566, -0.9279)  0.22
H (3.2077, -1.4136, -1.0650)  0.21
H (2.7617, -0.1137, 1.3566)  0.22
H (3.4802, 0.9804, -0.0683)  0.22
H (1.2218, 1.9165, -0.6516)  0.20
H (1.2952, 1.9779, 1.1819)  0.23
H (-1.9140, 0.6935, 1.2822)  0.19
H (-2.0240, 2.6073, -0.2802)  0.20
H (-2.9679, 1.1532, -0.7594)  0.22
H (-1.4507, 1.4772, -1.5248)  0.21
H (-2.0792, -2.1191, 1.5248)  0.34
H (-2.7521, -2.4538, -0.0551)  0.36

Atomic forces in eV per Å
C 0.6 -0.1 -0.2
C -1.4 -0.8 0.6
C -2.8 3.5 1.5
C 0.0 -1.9 -1.2
C 2.3 1.4 1.8
C -1.7 1.5 -2.3
C 1.0 -0.6 0.7
C -2.5 2.1 3.5
N 3.9 1.2 -0.1
N -1.6 -2.1 0.5
H 0.8 -0.6 -0.8
H 0.4 0.0 -0.1
H -0.2 0.8 -2.3
H -1.9 -1.8 0.7
H 0.2 -1.7 2.2
H 0.8 -0.6 -0.3
H -0.3 -0.2 0.6
H 0.4 -2.0 -0.5
H -0.4 0.3 -0.6
H 1.8 -0.1 -3.3
H 0.1 0.7 -1.5
H 0.6 0.8 1.2